Entry 1:
{"formula": "C19H20Cl2IrN4", "method": "ωB97M-V with the def2-TZVPD basis set", "s2": 0.760, "homo_lumo_gap_ev": [7.3, 5.4], "multiplicity": 2, "total_charge": 4, "lumo_energy_ev": [-15.096, -16.989], "symbols": ["H", "C", "H", "C", "C", "H", "H", "C", "H", "Cl", "C", "H", "H", "Ir", "C", "H", "H", "C", "C", "Cl", "C", "H", "C", "N", "C", "C", "C", "H", "H", "C", "H", "H", "N", "H", "H", "H", "C", "N", "C", "C", "C", "H", "N", "H", "C", "H"], "xyz": [[0.96037, 4.24686, -1.44842], [1.26583, 3.26353, -1.11441], [-1.64924, -0.98938, -4.90900], [0.80925, -1.81704, 1.91650], [-1.10317, -1.32190, -4.03591], [-2.00773, 0.10904, -2.70730], [2.80771, -0.61983, 1.17481], [-0.07863, 0.52932, 4.76733], [0.10696, -3.27764, 0.00979], [-5.93511, 1.54635, -0.02145], [0.49553, -2.78010, -2.96519], [4.01767, 1.35695, -0.49907], [-1.92280, 1.74665, 2.20686], [-0.67035, -0.21022, 0.09988], [0.31485, 2.33692, -0.77995], [-1.50089, 2.15098, 4.61993], [-0.01684, -2.87921, -5.05580], [-1.22452, 1.14175, 2.76633], [-0.98416, 1.35345, 4.10220], [-2.98538, 0.41760, -0.00025], [0.24974, -2.13644, -1.78017], [1.19399, -3.60705, -3.00409], [0.29250, -0.66726, 2.73701], [-0.59020, 0.15592, 2.08001], [-0.19041, -2.37245, -4.11316], [0.56875, -0.49444, 4.06775], [-1.30980, -0.70640, -2.82586], [1.76408, -2.20289, 2.27519], [-0.74644, 2.53505, -0.83215], [1.99229, 0.73784, -0.25291], [2.85105, -1.20681, -0.47897], [3.38453, 3.63493, -1.27692], [0.94254, -1.38754, 0.47010], [1.76629, -3.09001, -0.54319], [-4.46948, 1.59290, -1.83680], [1.26095, -1.15658, 4.57335], [2.24756, -0.64998, 0.23895], [0.68152, 1.09450, -0.35625], [2.97519, 1.64162, -0.58188], [-4.54414, 1.90815, -0.80288], [2.61589, 2.91568, -1.01636], [-4.01319, 2.79504, -0.47849], [-0.63885, -1.09206, -1.70993], [0.11946, 0.67225, 5.82365], [0.80701, -2.57951, -0.45507], [0.08984, -2.63852, 1.95220]], "atomic_forces_ev_per_a": [[0.0026, -0.0033, 0.0013], [-0.0011, 0.0294, -0.0099], [0.0040, -0.0013, 0.0027], [0.0402, 0.0360, -0.0799], [0.0033, -0.0256, -0.0385], [0.0045, 0.0078, -0.0060], [0.0083, 0.0234, -0.0011], [-0.0128, 0.0135, -0.0087], [-0.0086, -0.0078, -0.0259], [0.4053, 0.0387, -0.1772], [0.0195, -0.0301, 0.0198], [-0.0009, 0.0038, -0.0018], [0.0065, 0.0085, 0.0001], [-0.2838, 0.3289, -0.0133], [0.0229, -0.0535, 0.0180], [0.0043, -0.0025, -0.0013], [-0.0032, 0.0031, 0.0012], [-0.0078, -0.0820, -0.0712], [0.0058, 0.0012, 0.0526], [0.7051, -0.2390, 0.0809], [-0.0447, 0.0458, 0.0258], [0.0035, 0.0070, -0.0037], [-0.0430, 0.0187, -0.0444], [-0.0443, -0.0583, 0.1717], [-0.0116, 0.0122, -0.0069], [0.0168, -0.0321, 0.0038], [0.0010, -0.0347, 0.0994], [-0.0091, 0.0154, 0.0429], [-0.0020, 0.0089, -0.0009], [-0.1198, -0.0236, 0.0099], [0.0111, 0.0205, -0.0122], [-0.0039, 0.0003, -0.0003], [0.2592, -0.2642, 0.0478], [-0.0080, -0.0087, -0.0485], [0.1234, -0.1943, 0.0466], [0.0038, 0.0085, -0.0004], [-0.0387, -0.0149, 0.0033], [0.1270, 0.0400, -0.0111], [0.0353, -0.0153, 0.0044], [-1.2676, 0.5830, -0.1684], [0.0113, -0.0011, 0.0008], [0.1467, -0.1153, 0.1378], [-0.0741, -0.1334, -0.1064], [-0.0037, 0.0016, -0.0026], [0.0322, 0.0700, 0.0460], [-0.0147, 0.0149, 0.0238]]}


Entry 2:
{"formula": "C19H20CoN4O3S", "method": "ωB97M-V with the def2-TZVPD basis set", "de_lowest_ev": 0.022, "homo_lumo_gap_ev": [5.8, 6.1], "multiplicity": 1, "total_charge": 1, "lumo_energy_ev": [-5.116, -4.838], "symbols": ["C", "H", "C", "H", "O", "H", "H", "N", "H", "C", "H", "C", "H", "H", "C", "H", "C", "C", "C", "H", "H", "N", "C", "H", "C", "H", "N", "O", "H", "C", "H", "C", "C", "C", "H", "C", "C", "O", "C", "H", "S", "Co", "C", "N", "C", "H", "H", "H"], "xyz": [[-0.87818, -1.64907, -0.89711], [2.55871, -4.61339, -0.69016], [2.24072, -3.58308, -0.76605], [-7.57546, 0.03425, -0.76446], [1.19422, 0.36396, -1.11621], [1.21642, -1.83590, 1.94470], [-6.39578, 4.14904, -0.88473], [-1.40278, -0.44026, -0.91539], [0.98602, -1.09689, 3.54529], [0.91832, -0.92699, 2.47007], [4.18864, 2.02182, 2.65495], [1.48226, -0.87515, -0.98211], [3.63612, -0.72904, 1.64173], [5.25870, -1.15020, -2.10527], [3.22734, -2.56548, -0.86401], [4.26981, -2.84994, -0.86027], [-6.13266, 3.10028, -0.86632], [0.91919, -3.27231, -0.77811], [5.10626, -0.52053, -1.22701], [-8.16848, 2.43082, -0.80493], [5.61272, 0.42889, -1.37159], [-2.73003, -0.32354, -0.84413], [2.87261, -1.25160, -0.97215], [4.45568, 1.40389, 1.01128], [0.49979, -1.91683, -0.87889], [-4.01747, 3.46444, -0.92503], [2.50640, 2.10253, 1.39127], [-2.15184, 1.88054, -0.96146], [5.51249, -1.02301, -0.34463], [3.24369, 0.07332, 2.26843], [2.43204, 3.03326, 1.01995], [-6.79661, 0.78375, -0.79871], [-7.12854, 2.13246, -0.82169], [1.44278, 1.33308, 1.57208], [-1.58614, -2.47233, -0.90157], [-4.46715, 1.36875, -0.86547], [3.74455, 1.46411, 1.83199], [3.72787, -0.21068, -1.05738], [-4.80243, 2.72218, -0.88868], [-5.19750, -0.64842, -0.80166], [-0.16898, 1.87831, 1.23997], [-0.45432, 1.11466, -0.81841], [-3.05583, 0.97939, -0.89516], [1.78974, 0.16471, 2.08840], [-5.46863, 0.39760, -0.81986], [0.16681, -4.04698, -0.71268], [-0.10626, -0.67309, 2.21159], [3.47513, -0.15130, 3.30959]], "atomic_forces_ev_per_a": [[-0.1562, 0.6163, -0.0134], [0.0099, 0.0049, -0.0018], [0.2374, 0.0825, -0.0031], [-0.0033, -0.0013, 0.0001], [-0.7216, 1.1307, -0.0794], [-0.0074, 0.0194, -0.0018], [-0.0057, 0.0029, -0.0007], [1.1379, -0.0951, 0.1657], [0.0007, 0.0096, -0.0032], [-0.0306, -0.0518, 0.0119], [0.0061, 0.0012, -0.0042], [0.0151, -1.3046, 0.1631], [-0.0106, 0.0112, 0.0069], [0.0023, -0.0002, 0.0030], [-0.1427, -0.3218, 0.0324], [0.0004, -0.0152, -0.0014], [-0.0825, -0.0229, 0.0028], [-0.0120, 0.1160, -0.0073], [-0.0249, 0.0085, -0.0054], [-0.0002, 0.0023, -0.0007], [0.0060, 0.0043, -0.0027], [-1.1315, 1.3168, 0.0106], [-0.4263, 0.0442, 0.0311], [-0.0202, 0.0017, -0.0116], [0.7466, 0.2486, -0.0294], [0.0009, 0.0053, -0.0018], [-0.1133, 0.0467, 0.0575], [0.9513, 0.4365, -0.0832], [0.0044, -0.0048, 0.0014], [0.0235, -0.0042, -0.0247], [0.0151, 0.0119, -0.0379], [0.0019, 0.0215, 0.0002], [0.0163, 0.0372, -0.0006], [0.4229, -0.3030, 0.0398], [-0.0322, 0.0662, -0.0304], [-0.1771, 0.0492, 0.0169], [0.0191, -0.0277, 0.0077], [0.1406, 0.1504, 0.0021], [0.0422, -0.0925, 0.0018], [0.0072, 0.0023, -0.0022], [-0.3913, -0.1703, -0.5803], [-0.0082, -0.5086, 0.3845], [-0.2437, -1.7040, 0.0948], [-0.0765, 0.1455, -0.0993], [0.0390, 0.0536, -0.0026], [-0.0070, -0.0107, 0.0006], [-0.0026, -0.0182, -0.0032], [-0.0190, 0.0096, -0.0023]]}


Number 1: calculated total energy -53827.696 eV. Number 2: calculated total energy -80586.494 eV.